Entry 1:
{
  "formula": "C6H10O",
  "method": "ωB97M-V/def2-TZVPD",
  "elements": ["C", "C", "C", "C", "C", "C", "O", "H", "H", "H", "H", "H", "H", "H", "H", "H", "H"],
  "xyz": [[1.142, -1.675, -0.343], [1.058, -0.212, 0.068], [0.381, 0.650, -1.029], [-1.113, 0.702, -0.851], [-1.578, 0.862, 0.385], [-0.546, 0.888, 1.482], [0.380, -0.172, 1.319], [1.818, -1.795, -1.196], [0.150, -2.044, -0.625], [1.517, -2.283, 0.486], [2.073, 0.181, 0.231], [0.666, 0.262, -2.016], [0.771, 1.678, -0.966], [-1.764, 0.621, -1.717], [-2.641, 0.932, 0.614], [-0.019, 1.860, 1.497], [-0.987, 0.749, 2.470]],
  "e_homo_ev": -9.4,
  "smiles": "C[C@H]1CC=CCO1",
  "de_lowest_kj_mol": 53.5,
  "largest_force_ev_per_a": 0.270
}


Entry 2:
{
  "formula": "C9H14O",
  "method": "ωB97M-V/def2-TZVPD",
  "elements": ["C", "C", "C", "C", "C", "O", "C", "C", "H", "H", "H", "H", "H", "H", "H", "H", "C", "C", "H", "H", "H", "H", "H", "H"],
  "xyz": [[-1.630, -2.298, -0.504], [-1.156, -0.922, -0.806], [-0.310, -0.719, -1.943], [-0.001, 0.560, -2.296], [-0.400, 1.658, -1.600], [0.253, 2.880, -1.779], [-1.165, 1.514, -0.438], [-1.587, 0.201, -0.089], [-2.571, -2.207, 0.122], [-0.745, -2.933, 0.038], [-2.043, -2.635, -1.449], [0.081, -1.523, -2.496], [0.764, 0.711, -3.052], [0.530, 2.817, -2.680], [-1.020, 2.286, 0.223], [-2.213, 0.064, 0.812], [1.795, 0.758, 2.580], [1.549, -0.630, 1.919], [2.807, 0.780, 2.934], [1.716, 1.474, 1.835], [1.083, 0.907, 3.397], [0.510, -0.837, 2.272], [1.529, -0.479, 0.870], [2.225, -1.427, 2.130]],
  "e_homo_ev": -8.5,
  "smiles": "Cc1ccc(O)cc1.CC",
  "de_lowest_kj_mol": 146.5,
  "largest_force_ev_per_a": 3.567
}


Entry 3:
{
  "formula": "C3H3NO",
  "method": "ωB97M-V/def2-TZVPD",
  "elements": ["N", "C", "C", "C", "O", "H", "H", "H"],
  "xyz": [[-2.077, 1.126, 0.382], [-1.247, 0.544, -0.206], [0.233, 0.498, -0.001], [0.507, -1.000, -0.065], [1.410, -1.444, -0.726], [0.666, 1.009, -0.862], [0.661, 0.901, 0.918], [-0.153, -1.634, 0.560]],
  "e_homo_ev": -10.5,
  "smiles": "N#CCC=O",
  "de_lowest_kj_mol": 134.3,
  "largest_force_ev_per_a": 4.711
}


Entry 4:
{
  "formula": "C9H17N2O",
  "method": "ωB97M-V/def2-TZVPD",
  "elements": ["C", "C", "C", "C", "C", "C", "C", "C", "C", "N", "N", "O", "H", "H", "H", "H", "H", "H", "H", "H", "H", "H", "H", "H", "H", "H", "H", "H", "H"],
  "xyz": [[-2.055, -1.974, 2.544], [-1.610, -0.968, 1.480], [-0.391, -0.439, 1.207], [-0.557, 0.736, 0.327], [-0.317, 2.078, 1.197], [0.473, 0.723, -0.812], [0.075, -0.340, -1.806], [1.363, -0.731, -2.488], [2.509, 0.101, -1.757], [1.770, 0.358, -0.384], [-1.964, 0.603, -0.103], [-2.623, -0.431, 0.755], [-2.990, -1.744, 3.050], [-1.319, -2.159, 3.242], [-2.119, -2.941, 2.006], [0.455, -0.714, 1.819], [-0.639, 2.933, 0.571], [0.804, 2.183, 1.477], [-1.014, 2.156, 2.033], [0.661, 1.716, -1.180], [-0.845, 0.048, -2.383], [-0.515, -1.104, -1.183], [1.387, -1.840, -2.339], [1.382, -0.632, -3.658], [3.414, -0.557, -1.676], [2.962, 1.072, -2.203], [1.877, -0.521, 0.064], [2.342, 1.013, 0.151], [-2.517, 1.376, 0.052]],
  "e_homo_ev": -11.8,
  "total_charge": 1,
  "smiles": "CC1=C[C@@](C)([C@@H]2CCC[NH2+]2)NO1",
  "de_lowest_kj_mol": 321.5,
  "largest_force_ev_per_a": 4.789
}


Entry 5:
{
  "formula": "C6H12F6O14S3Zn",
  "method": "ωB97M-V/def2-TZVPD",
  "elements": ["Zn", "S", "O", "O", "O", "O", "C", "F", "F", "F", "S", "O", "O", "O", "C", "F", "F", "F", "S", "O", "O", "O", "C", "C", "O", "O", "H", "H", "H", "H", "H", "H", "C", "C", "O", "O", "H", "H", "H", "H", "H", "H"],
  "xyz": [[-0.076, -0.635, 0.274], [0.298, -4.040, -3.086], [1.662, -4.420, -3.316], [-0.437, -5.227, -2.824], [0.152, -3.087, -1.946], [-0.265, -3.413, -4.317], [-5.268, 0.996, -3.079], [-5.817, 0.954, -1.886], [-5.468, -0.154, -3.744], [-5.801, 1.914, -3.813], [-3.297, 1.328, -3.119], [-2.954, 0.650, -4.398], [-3.172, 2.761, -3.072], [-2.757, 0.698, -1.921], [4.412, -3.211, 3.583], [3.560, -3.332, 4.582], [4.943, -2.003, 3.608], [5.413, -4.152, 3.635], [3.416, -3.324, 2.006], [2.492, -4.451, 2.255], [2.594, -2.059, 1.966], [4.342, -3.478, 0.889], [2.822, 2.750, -1.151], [2.032, 4.062, -1.179], [1.583, 4.550, 0.099], [2.034, 1.562, -1.343], [3.312, 2.654, -0.182], [3.527, 2.771, -1.982], [1.138, 3.955, -1.793], [2.560, 4.844, -1.724], [2.240, 5.174, 0.414], [2.559, 1.292, -2.101], [-1.857, 1.057, 3.305], [-2.859, -0.068, 2.872], [-2.184, -1.161, 2.149], [-0.902, 1.286, 2.295], [-1.361, 0.721, 4.216], [-2.323, 2.008, 3.562], [-3.537, 0.394, 2.154], [-3.471, -0.437, 3.695], [-2.782, -1.838, 1.823], [-0.504, 2.108, 2.594]],
  "e_homo_ev": -2.8,
  "total_charge": -2,
  "de_lowest_kj_mol": 1000.7,
  "largest_force_ev_per_a": 4.539
}


Entry 6:
{
  "formula": "C8H11IOSi",
  "method": "ωB97M-V/def2-TZVPD",
  "elements": ["C", "C", "C", "C", "C", "C", "C", "C", "O", "Si", "I", "H", "H", "H", "H", "H", "H", "H", "H", "H", "H", "H"],
  "xyz": [[1.288, -3.365, -0.042], [-0.003, -3.013, 0.136], [2.420, -2.488, -0.102], [-0.547, -1.693, 0.306], [0.129, -0.542, 0.359], [2.350, -1.176, 0.035], [-1.335, 1.602, -1.148], [0.961, 2.448, 0.808], [-1.917, -1.602, 0.433], [-0.454, 1.224, 0.500], [3.826, 0.246, -0.023], [1.514, -4.416, -0.158], [-0.735, -3.814, 0.152], [3.381, -2.970, -0.268], [-0.647, 1.539, -1.986], [-2.131, 0.885, -1.319], [-1.774, 2.595, -1.152], [1.634, 2.094, 1.582], [1.548, 2.628, -0.087], [0.567, 3.406, 1.135], [-2.305, -2.485, 0.402], [-1.401, 1.293, 1.629]],
  "e_homo_ev": -8.4,
  "de_lowest_kj_mol": 455.9,
  "largest_force_ev_per_a": 4.259
}